No. 1
C3H12InN6O3 | the ωB97M-V functional and the def2-TZVPD basis

Last column: natural (NBO) charge in e.
CARTESIAN COORDINATES (ANGSTROEM)
In  1.1907  -2.3956  -1.6547  1.00
O  -3.0777  -2.6365  2.7662  -0.42
O  3.6624  0.5627  3.5547  -0.41
O  0.3718  0.3394  -7.0793  -0.44
N  4.9414  1.0364  5.3913  -0.70
N  -4.7325  -2.6582  4.1772  -0.72
N  -4.8157  -3.9650  2.4917  -0.66
N  3.7095  2.6244  4.4516  -0.66
N  0.0569  2.5275  -6.9870  -0.64
N  0.3912  1.5236  -8.8871  -0.65
C  0.3039  1.3734  -7.6140  0.72
C  -4.1431  -3.0566  3.1169  0.71
C  4.0812  1.3544  4.4442  0.73
H  -4.3658  -4.6062  1.8540  0.44
H  0.0685  2.3539  -9.3631  0.42
H  -0.3396  3.2273  -7.5979  0.42
H  5.3372  0.1080  5.4284  0.45
H  5.2562  1.7854  5.9913  0.42
H  -4.4270  -1.8503  4.7007  0.44
H  4.2097  3.2011  5.1128  0.42
H  0.6407  0.7284  -9.4577  0.45
H  -5.7829  -3.9883  2.7816  0.42
H  2.8823  2.9433  3.9676  0.44
H  0.1511  2.6444  -5.9882  0.44
H  -5.5704  -3.1769  4.3989  0.41

Computed properties:
- Largest force on an atom: 0.111 Eh/bohr
- Multiplicity: 1
- Gap between HOMO and LUMO: 1.2 eV
- ΔE to the lowest compared entry with this formula, charge and spin: 77.8 kcal/mol
- Charge: +3
- Lowest unoccupied orbital energy: -15.46 eV



No. 2
C3H12N2 | the ωB97M-V functional and the def2-TZVPD basis

Last column: natural (NBO) charge in e.
CARTESIAN COORDINATES (ANGSTROEM)
N  1.5534  -0.1395  -4.4114  -0.92
N  2.7038  1.4763  -5.8170  -0.86
C  -1.6629  -1.2845  5.1508  -0.60
C  1.6082  1.2970  -4.8300  -0.04
C  -2.7104  -0.4423  6.0852  -0.61
H  -0.9344  -0.5526  4.7187  0.20
H  3.6491  1.4894  -5.2881  0.36
H  -2.7529  -0.9376  6.9236  0.20
H  1.3096  -0.9474  -4.9246  0.38
H  0.5427  1.6199  -5.3239  0.16
H  -2.3081  0.5488  5.9242  0.22
H  1.7321  1.9470  -3.9735  0.19
H  -3.6544  -0.6459  5.6064  0.20
H  1.5131  -0.3123  -3.3766  0.37
H  -2.2696  -1.9417  4.3887  0.20
H  2.7665  0.7838  -6.5552  0.36
H  -1.0859  -1.9585  5.7027  0.19

Computed properties:
- Largest force on an atom: 0.136 Eh/bohr
- Multiplicity: 1
- Gap between HOMO and LUMO: 9.9 eV
- ΔE to the lowest compared entry with this formula, charge and spin: 42.1 kcal/mol
- Lowest unoccupied orbital energy: 1.24 eV
- Structure (SMILES): NCN.CC



No. 3
C3H12N2O | the ωB97M-V functional and the def2-TZVPD basis

Last column: natural (NBO) charge in e.
CARTESIAN COORDINATES (ANGSTROEM)
O  -0.9349  -0.7000  2.4394  -0.97
N  0.2505  1.0091  0.0194  -0.66
N  -1.7555  -0.6773  -0.5497  -0.85
C  1.8903  -0.0530  -1.5085  -0.64
C  1.5934  0.2912  -0.0017  -0.21
C  -0.9316  0.5862  -0.8980  -0.07
H  -0.5265  0.5536  -1.9145  0.18
H  2.9343  -0.3495  -1.6223  0.21
H  1.3519  -1.0265  -1.7851  0.20
H  -1.6030  1.4778  -0.9429  0.18
H  -1.5012  -1.4245  -1.1162  0.34
H  -1.3351  -0.8515  0.3687  0.37
H  1.4573  0.6016  -2.3793  0.22
H  -0.7358  -1.6502  2.7423  0.49
H  1.4578  -0.6594  0.5738  0.17
H  -1.0655  -0.1174  3.2083  0.49
H  2.2468  0.9407  0.4661  0.19
H  0.0202  0.8364  1.0474  0.36

Computed properties:
- Largest force on an atom: 0.104 Eh/bohr
- Multiplicity: 1
- Gap between HOMO and LUMO: 9.0 eV
- ΔE to the lowest compared entry with this formula, charge and spin: 40.7 kcal/mol
- Lowest unoccupied orbital energy: 0.46 eV
- Structure (SMILES): CCNCN.O



No. 4
C3H12N2O | the ωB97M-V functional and the def2-TZVPD basis

Last column: natural (NBO) charge in e.
CARTESIAN COORDINATES (ANGSTROEM)
O  -1.2397  6.1191  -2.1536  -0.95
N  0.1656  0.9231  1.4980  -0.83
N  0.3782  -3.7588  0.2679  -0.87
C  0.5162  -0.0398  0.4318  -0.21
C  0.2759  -2.4172  -0.3813  -0.21
C  -0.2363  -1.3664  0.5809  -0.43
H  1.6116  -0.0940  0.3980  0.17
H  -1.5292  6.7189  -1.4782  0.47
H  0.2095  -3.8544  1.2599  0.37
H  1.1966  -4.2476  -0.0426  0.36
H  1.3302  -2.2144  -0.5799  0.17
H  -0.2558  -1.6242  1.6388  0.21
H  0.2519  0.3481  -0.5623  0.17
H  -0.2398  1.7513  1.0542  0.35
H  -0.2453  -2.5269  -1.3289  0.19
H  1.0244  1.4152  1.7627  0.35
H  -1.2638  -1.0255  0.4065  0.21
H  -1.9503  5.8935  -2.7717  0.48

Computed properties:
- Largest force on an atom: 0.049 Eh/bohr
- Multiplicity: 1
- Gap between HOMO and LUMO: 9.5 eV
- ΔE to the lowest compared entry with this formula, charge and spin: 22.6 kcal/mol
- Lowest unoccupied orbital energy: 0.87 eV
- Structure (SMILES): NCCCN.O



No. 5
C3H12N2O | the ωB97M-V functional and the def2-TZVPD basis

Last column: natural (NBO) charge in e.
CARTESIAN COORDINATES (ANGSTROEM)
O  -0.7418  1.9293  -2.7019  -0.94
N  -2.3932  -1.1935  0.5722  -0.84
N  0.9033  0.4978  0.5298  -0.65
C  2.3321  0.2973  0.4014  -0.41
C  -1.1215  -0.8702  -0.1091  -0.23
C  -0.0118  -0.5750  0.9441  -0.24
H  -2.9817  -0.4017  0.7919  0.35
H  -0.1077  1.7977  -2.0082  0.47
H  -1.3124  -0.0094  -0.7481  0.21
H  2.5742  -0.5851  -0.1921  0.19
H  -2.2424  -1.6318  1.4660  0.34
H  2.7664  1.1572  -0.1169  0.20
H  -0.9380  -1.6874  -0.8070  0.19
H  -0.2877  1.6404  -3.5014  0.47
H  0.7555  1.2548  1.1917  0.36
H  -0.6586  -0.2698  1.7605  0.19
H  0.5982  -1.4562  1.1855  0.18
H  2.8672  0.1057  1.3417  0.17

Computed properties:
- Largest force on an atom: 0.030 Eh/bohr
- Multiplicity: 1
- Gap between HOMO and LUMO: 9.6 eV
- ΔE to the lowest compared entry with this formula, charge and spin: 20.9 kcal/mol
- Lowest unoccupied orbital energy: 0.92 eV
- Structure (SMILES): CNCCN.O



No. 6
C3H12N2O | the ωB97M-V functional and the def2-TZVPD basis

Last column: natural (NBO) charge in e.
CARTESIAN COORDINATES (ANGSTROEM)
O  -3.2031  -0.9046  3.1921  -0.72
N  3.1389  1.2483  -1.3604  -0.88
N  1.8374  0.3077  -3.1963  -0.79
C  -2.3824  -0.6419  1.0386  -0.63
C  1.7643  0.7780  -1.6916  -0.07
C  -2.1275  -1.2830  2.3821  -0.07
H  -1.8262  -1.2076  0.2283  0.21
H  -1.9885  -2.4002  2.2344  0.16
H  -3.4215  -0.4353  0.6957  0.22
H  2.6672  -0.2235  -3.1491  0.34
H  -1.1542  -0.8219  2.6479  0.16
H  1.1527  1.6357  -1.4381  0.17
H  2.3149  1.0194  -3.5605  0.32
H  -1.9717  0.3741  1.0147  0.20
H  1.5187  -0.1393  -1.0791  0.18
H  3.3641  2.2659  -1.7338  0.35
H  3.2844  1.2841  -0.3617  0.36
H  -2.9675  -0.8559  4.1368  0.47

Computed properties:
- Largest force on an atom: 0.107 Eh/bohr
- Multiplicity: 1
- Gap between HOMO and LUMO: 10.3 eV
- ΔE to the lowest compared entry with this formula, charge and spin: 46.1 kcal/mol
- Lowest unoccupied orbital energy: 0.79 eV
- Structure (SMILES): CCO.NCN